No. 1
{
  "formula": "CH26O12",
  "method": "the ωB97M-V functional and the def2-TZVPD basis",
  "elements": ["H", "O", "H", "H", "C", "H", "H", "H", "H", "O", "O", "H", "H", "H", "H", "H", "O", "H", "H", "H", "H", "H", "H", "H", "H", "H", "H", "H", "H", "O", "H", "O", "O", "O", "H", "O", "O", "O", "O"],
  "xyz": [[-4.071411, 1.053586, -2.949688], [-3.274908, 0.525146, -2.898979], [-2.646215, 1.082110, -2.439894], [1.519344, 3.677279, -0.752491], [0.003971, -0.395394, 0.662249], [2.671894, -1.561344, -2.704305], [1.848488, 0.773113, -2.075731], [-1.394488, -4.069258, 2.235419], [1.023358, -0.778310, 0.614072], [3.310322, -0.628974, 2.157432], [-2.198639, 2.114869, -0.487399], [-2.456656, -1.362533, 2.990902], [0.097181, -1.043778, -3.955717], [-0.743121, -1.187478, 0.712936], [-1.246967, 2.211140, -0.523236], [-0.364959, -0.456240, -2.639236], [0.423922, -0.666571, -3.138903], [3.292763, -1.394523, 2.731761], [-2.129752, 2.447425, 2.313021], [1.019933, 2.248589, -0.788855], [3.058647, 0.819692, -1.167300], [1.789132, -2.356614, -1.766132], [-2.548815, 1.064261, 2.763746], [-2.539285, -3.491627, 1.430648], [3.400419, 0.115406, 2.752428], [3.775123, -1.271097, -0.615913], [-1.126921, 0.749638, -0.385716], [-3.860911, -1.053407, 3.464633], [-2.536243, 2.980549, -0.717274], [2.678019, -2.014415, -1.861146], [3.999400, -0.506349, 0.671234], [4.200483, -0.488944, -0.264441], [-1.910906, -3.271850, 2.118448], [-0.305406, 0.279042, -0.544666], [-0.151786, 0.246823, 1.529073], [0.726436, 3.149881, -0.655600], [-2.882786, 1.857356, 2.344588], [2.502722, 1.372437, -1.716530], [-2.951381, -0.769635, 3.556562]],
  "forces_ev_per_a": [[-0.18, 0.08, 0.00], [0.04, -0.40, -0.35], [0.14, 0.26, 0.42], [0.14, -0.01, -0.12], [-0.78, -0.41, -0.23], [-0.09, 0.25, -0.18], [-0.29, -0.31, -0.29], [0.19, -0.16, 0.13], [-0.13, 0.08, 0.06], [-0.33, -0.03, 0.61], [-0.41, -0.13, -0.36], [0.25, -0.49, -0.15], [-0.04, -0.01, -0.32], [0.38, -0.53, 0.54], [0.63, 1.16, -0.10], [-0.21, 0.17, 0.54], [0.29, -0.18, -0.21], [0.04, -0.31, 0.09], [0.11, 0.23, -0.13], [0.59, -0.47, -0.24], [0.68, -0.58, 0.46], [-0.28, 0.08, -0.05], [-0.19, -0.54, 0.36], [-0.20, -0.03, -0.23], [0.01, 0.34, 0.12], [-0.25, -0.29, -0.43], [-0.30, -0.73, -0.04], [-0.25, 0.04, 0.00], [-0.12, 0.25, 0.06], [0.22, -0.56, 0.11], [0.02, 0.01, 0.33], [0.61, 0.62, -0.52], [-0.03, 0.25, 0.06], [0.54, 0.49, -0.37], [0.32, 0.12, 0.09], [-0.96, 0.56, 0.45], [-0.10, 0.32, -0.01], [-0.23, 0.53, -0.26], [0.17, 0.33, 0.17]],
  "mulliken_charge": [0.287, -0.629, 0.349, 0.289, -0.441, 0.272, 0.274, 0.288, 0.160, -0.619, -0.651, 0.357, 0.269, 0.244, 0.267, 0.283, -0.596, 0.285, 0.311, 0.396, 0.439, 0.307, 0.318, 0.310, 0.293, 0.325, 0.247, 0.299, 0.310, -0.627, 0.438, -0.752, -0.627, -0.213, 0.177, -0.665, -0.602, -0.701, -0.670],
  "smiles": "CO.O.O.O.O.O.O.O.O.O.O.O",
  "e_lumo_ev": 0.03,
  "energy_ev": -26029.076,
  "relative_energy_kj_mol": 122.10,
  "mol_weight_g_mol": 230.207,
  "multiplicity": 1,
  "charge": 0,
  "e_homo_ev": -10.425
}

---

No. 2
{
  "formula": "C3H7S",
  "method": "the ωB97M-V functional and the def2-TZVPD basis",
  "elements": ["H", "H", "H", "H", "C", "C", "H", "S", "C", "H", "H"],
  "xyz": [[1.441096, 0.946235, -1.520993], [0.261190, -2.179272, 1.187330], [-0.846388, 1.032412, 0.156250], [-2.009733, 0.764240, 1.519020], [0.524122, -1.296254, 1.742855], [-1.223627, 0.307887, 0.887911], [1.552432, -1.395252, 2.085872], [0.324987, 0.425978, -2.041627], [-0.037677, -0.070652, 1.767080], [-1.556894, -0.561143, 0.257226], [0.497317, 0.788445, 2.149668]],
  "forces_ev_per_a": [[0.17, 0.05, 0.07], [-0.96, 0.13, -0.22], [-0.18, -0.05, 0.09], [-0.02, -0.27, -0.46], [1.11, 1.44, 0.30], [0.16, -0.62, 0.57], [-0.12, 0.07, 0.56], [0.00, -0.02, -0.42], [-0.38, -1.41, -1.87], [0.06, 0.85, 0.87], [0.16, -0.17, 0.52]],
  "mulliken_charge": [-0.056, 0.244, 0.135, 0.305, -0.640, -0.802, 0.201, -0.878, 0.002, 0.219, 0.271],
  "e_lumo_ev": 4.25,
  "energy_ev": -14059.511,
  "relative_energy_kj_mol": 91.62,
  "mol_weight_g_mol": 75.156,
  "multiplicity": 1,
  "charge": -1,
  "e_homo_ev": -2.442
}

---

No. 3
{
  "formula": "C5H7N3",
  "method": "the ωB97M-V functional and the def2-TZVPD basis",
  "elements": ["H", "C", "H", "N", "H", "N", "H", "C", "C", "N", "H", "H", "C", "C", "H"],
  "xyz": [[1.551091, -2.318313, 0.071584], [-0.168185, 0.538840, 0.108055], [3.331140, -1.057232, -0.400222], [0.034834, -0.853692, 0.418031], [-1.755786, -0.669895, -1.206633], [-2.428774, -0.423644, -0.397662], [-1.954803, 0.615889, 1.404081], [2.349648, -0.363705, -0.149630], [-1.634558, 0.607669, 0.227100], [2.173055, 0.931124, 0.008997], [-2.088313, 1.605678, -0.073347], [0.738428, 2.496426, -0.306003], [0.806373, 1.396438, -0.049834], [1.291012, -1.276530, 0.062380], [-2.245156, -1.229060, 0.283103]],
  "forces_ev_per_a": [[-0.37, -0.47, 0.16], [-2.36, -5.21, 2.05], [-1.67, 3.00, 0.85], [4.45, 0.49, -2.29], [-1.95, -0.13, 1.13], [2.49, -2.26, -0.41], [1.12, -0.07, -2.56], [0.86, -1.55, -0.04], [-3.39, 4.30, 2.97], [-1.09, 0.02, -1.63], [0.90, -0.84, 0.01], [-0.19, -1.52, 0.70], [4.76, 1.70, -0.54], [-2.95, 1.58, 1.30], [-0.62, 0.97, -1.69]],
  "mulliken_charge": [0.374, 0.564, 0.201, -0.372, 0.289, -0.631, 0.232, 0.160, -0.620, -0.547, 0.346, 0.354, -0.489, -0.208, 0.345],
  "smiles": "NCc1cnccn1",
  "e_lumo_ev": -0.39,
  "energy_ev": -9765.967,
  "relative_energy_kj_mol": 330.08,
  "mol_weight_g_mol": 109.132,
  "multiplicity": 1,
  "charge": 0,
  "e_homo_ev": -9.611
}

---

No. 4
{
  "formula": "ClHN2O2",
  "method": "the ωB97M-V functional and the def2-TZVPD basis",
  "elements": ["H", "N", "O", "N", "Cl", "O"],
  "xyz": [[-3.076512, 0.071881, -0.000886], [-4.077370, 0.405526, 0.000078], [-4.490846, -1.689937, 0.000122], [-4.969409, -0.491650, 0.000748], [20.879119, 0.028025, -0.000505], [-4.264982, 1.676156, 0.000444]],
  "forces_ev_per_a": [[-1.01, -0.14, 0.00], [1.03, -0.60, 0.00], [-0.05, 0.02, 0.00], [0.27, -0.22, 0.00], [0.02, 0.00, 0.00], [-0.26, 0.94, 0.00]],
  "mulliken_charge": [0.180, 0.516, -0.673, -0.231, -1.000, -0.792],
  "e_lumo_ev": 6.05,
  "energy_ev": -19612.433,
  "relative_energy_kj_mol": 0.00,
  "mol_weight_g_mol": 96.473,
  "multiplicity": 1,
  "charge": -2,
  "e_homo_ev": -1.823
}